<w>
26
Properties=species:S:1:pos:R:3 method="wB97M-V/def2-TZVPD" total_charge=+2 molar_mass_g_mol=179.23 gap_ev=9.405 lumo_ev=-9.14 homo_ha=-0.6817
C 4.110 0.579 -0.155
C 3.622 -0.801 -0.052
C 0.665 1.273 -0.058
C -0.631 0.465 -0.317
C -0.325 -1.048 -0.441
C 2.175 -0.829 -0.068
C -1.674 0.963 0.634
C -0.269 -1.734 0.908
N 3.051 1.278 0.129
N 2.939 -1.554 0.797
N 1.856 0.570 0.207
N 0.705 2.533 -0.343
N 0.886 -1.440 -1.219
H 5.055 0.891 -0.002
H -0.924 0.714 -1.339
H -1.155 -1.358 -0.968
H -1.967 1.936 0.402
H -1.440 0.696 1.634
H -2.607 0.526 0.470
H -1.255 -1.757 1.500
H 0.422 -1.300 1.620
H 0.108 -2.798 0.747
H -0.081 3.251 -0.291
H 1.515 2.962 -0.113
H 0.937 -2.446 -1.346
H 1.008 -0.883 -2.143

=====

<x>
26
Properties=species:S:1:pos:R:3 method="wB97M-V/def2-TZVPD" total_charge=+2 molar_mass_g_mol=179.23 gap_ev="5.977 / 7.358" lumo_ev="-10.52 / -9.43" homo_ha="-0.6063 / -0.6171"
C -3.926 -0.449 -0.180
C -3.669 0.893 -0.322
C -3.060 -1.499 0.171
C -2.416 1.278 -0.068
C -1.786 -1.094 0.459
C -1.482 0.310 0.308
C 2.940 -0.607 -0.102
C -0.228 0.674 0.818
N 3.736 0.364 0.227
N 1.757 -0.464 -0.761
N 3.497 -1.842 0.180
N 3.374 1.626 0.248
N 1.090 0.744 -0.775
H -4.930 -0.730 -0.378
H -4.386 1.649 -0.606
H -3.519 -2.419 0.085
H -2.087 2.338 0.096
H -0.944 -1.717 0.567
H 0.101 1.677 0.956
H 0.283 -0.152 1.459
H 1.434 -1.249 -1.359
H 4.466 -1.876 0.358
H 2.940 -2.639 -0.122
H 2.350 1.781 -0.120
H 4.050 2.494 0.276
H 0.415 0.909 -1.417

=====

Which is most stable? The ranking, best first, is <x>, <w>.

=====

<w>
11
Properties=species:S:1:pos:R:3 method="wB97M-V/def2-TZVPD" molar_mass_g_mol=136.20 gap_ev=8.517 lumo_ev=-0.52 homo_ha=-0.3320
C 0.778 0.415 -1.048
C -0.427 0.367 -0.169
C -0.686 -0.815 0.808
H 2.957 1.336 -0.799
H -0.245 1.147 0.927
H -1.472 0.695 -0.943
H -2.160 -1.795 1.340
O -2.015 -1.106 0.724
O 0.191 -1.325 1.605
S 1.843 1.498 -0.158
S 1.235 -0.418 -2.289

=====

<x>
11
Properties=species:S:1:pos:R:3 method="wB97M-V/def2-TZVPD" molar_mass_g_mol=136.20 gap_ev=9.490 lumo_ev=0.48 homo_ha=-0.3313
C -0.315 -0.791 1.064
C -0.561 1.326 0.099
C 0.817 -0.649 -0.983
H -0.447 2.363 0.385
H -1.608 1.110 -0.092
H 0.892 -1.261 -1.906
H 1.781 -0.685 -0.470
O -0.095 0.522 1.175
O -0.192 -1.266 -0.183
S -0.695 -1.731 2.332
S 0.423 1.061 -1.421

=====

<y>
11
Properties=species:S:1:pos:R:3 method="wB97M-V/def2-TZVPD" molar_mass_g_mol=136.20 gap_ev=8.061 lumo_ev=-0.62 homo_ha=-0.3192
C -2.697 1.327 0.018
C 0.252 0.145 0.482
C 2.643 -0.690 -0.185
O -3.437 0.976 -0.805
O -1.970 -1.207 -0.133
S -1.575 -0.090 0.698
S 0.863 -1.199 -0.210
H -2.777 2.284 0.641
H 3.113 -1.355 0.458
H 2.733 0.240 0.246
H 2.852 -0.432 -1.210

=====

Which is most stable? The ranking, best first, is <x>, <w>, <y>.